Molecular formula: C4H12
Method: DFT, ωB97M-V with the def2-TZVPD basis set

Geometry as XYZ:
```
16
Properties=species:S:1:pos:R:3:forces:R:3:mulliken_charge:R:1
C -1.09152 1.22301 0.43980 -0.082 -0.446 0.718 -0.608
C -0.39441 2.50641 0.91926 -1.624 0.744 -2.424 -1.060
H -0.78113 1.14560 -0.59098 -0.095 -0.915 -0.362 0.260
H -0.75889 0.33672 1.08274 -0.337 1.397 -1.151 0.123
H -2.22136 1.18935 0.46469 1.208 0.581 0.108 0.330
H -0.62833 2.62992 1.89495 -0.172 0.464 3.428 0.355
H 0.65363 2.56946 0.74274 0.882 -0.527 0.000 0.309
H -0.78616 3.45041 0.46605 -0.011 -0.839 -0.140 0.297
C 0.60931 -1.44990 -0.03838 0.595 -1.372 -0.014 -0.699
C 0.85402 -2.27924 -1.28889 0.185 -0.100 0.064 -1.129
H 1.12837 -0.54478 -0.11299 0.253 1.809 -0.226 0.306
H -0.44859 -1.31359 0.15395 0.099 -0.016 -0.080 0.196
H 1.08488 -1.89479 0.84453 -0.306 -0.351 -0.130 0.333
H 0.62441 -3.29365 -1.07921 -0.452 -1.077 -0.056 0.296
H 1.82969 -2.30498 -1.73825 1.112 0.251 0.662 0.353
H 0.32609 -1.96994 -2.16002 -1.253 0.398 -0.396 0.337
```
Positions in Å, forces in eV/Å.

ΔE to the lowest compared entry with this formula, charge and spin	77.6	kJ/mol
max |F|	3.46	eV/A
highest occupied orbital energy	-11.26	eV
structure (SMILES)	CC.CC
gap between HOMO and LUMO	12.415	eV

---

Molecular formula: C7H11N4
Method: DFT, ωB97M-V with the def2-TZVPD basis set

Geometry as XYZ:
```
22
Properties=species:S:1:pos:R:3:forces:R:3:mulliken_charge:R:1
C -3.12154 -0.82015 -0.88707 0.318 0.925 0.489 -0.473
C -3.27115 -0.73911 0.59920 -1.851 -2.025 -1.845 -0.290
C -2.15266 0.05809 -1.19817 1.511 0.682 -0.527 -0.193
C -2.44133 0.15848 1.06583 0.572 0.788 1.700 -0.410
C 1.11383 0.64905 0.28786 -3.646 0.501 0.886 -0.085
C 3.29337 0.17466 -0.14430 2.111 0.132 0.426 -0.422
C 2.39823 -1.13839 -0.17546 0.763 0.720 0.613 -0.501
N -1.70711 0.68693 -0.00080 -0.475 0.413 0.890 0.801
N 2.29043 1.18793 0.17109 -1.047 1.993 0.314 -0.080
N 1.05174 -0.69486 0.20644 1.429 2.317 -0.115 -0.075
N -0.81345 1.60866 -0.00964 3.128 0.949 0.194 -0.962
H -3.71033 -1.27905 -1.66858 -0.026 -0.505 0.503 0.414
H -3.96615 -1.33144 1.19654 0.224 0.329 -0.300 0.424
H -1.55741 0.36848 -2.09093 -1.133 -0.481 0.712 0.352
H -2.42000 0.46218 2.11492 0.611 0.287 -0.614 0.383
H 4.17105 0.10329 0.66938 -1.970 0.362 -1.938 0.264
H 3.66850 0.56999 -1.14571 0.111 -1.499 1.195 0.299
H 2.28868 -1.42937 -1.17965 0.445 -1.067 -1.157 0.274
H 2.73580 -1.91138 0.51415 0.259 0.002 -0.414 0.358
H 2.36777 2.26599 0.13919 0.218 -2.735 -0.063 0.301
H 0.45077 -1.27888 0.75549 -0.485 0.129 -0.005 0.285
H -0.66903 2.32891 0.78024 -1.067 -2.218 -0.946 0.335
```
Positions in Å, forces in eV/Å.

ΔE to the lowest compared entry with this formula, charge and spin	522.9	kJ/mol
max |F|	3.79	eV/A
highest occupied orbital energy (spin up / spin down)	-12.62 / -12.62	eV
net charge	+1
gap between HOMO and LUMO (spin up / spin down)	8.122 / 8.122	eV

---

Which of these has the lowest max |F|? C4H12

---

What is the ΔE to the lowest compared entry with this formula, charge and spin in the first record? 77.6 kJ/mol

---

What did the second record say?
Molecular formula: C7H11N4
Method: DFT, ωB97M-V with the def2-TZVPD basis set

Geometry as XYZ:
```
22
Properties=species:S:1:pos:R:3:forces:R:3:mulliken_charge:R:1
C -3.12154 -0.82015 -0.88707 0.318 0.925 0.489 -0.473
C -3.27115 -0.73911 0.59920 -1.851 -2.025 -1.845 -0.290
C -2.15266 0.05809 -1.19817 1.511 0.682 -0.527 -0.193
C -2.44133 0.15848 1.06583 0.572 0.788 1.700 -0.410
C 1.11383 0.64905 0.28786 -3.646 0.501 0.886 -0.085
C 3.29337 0.17466 -0.14430 2.111 0.132 0.426 -0.422
C 2.39823 -1.13839 -0.17546 0.763 0.720 0.613 -0.501
N -1.70711 0.68693 -0.00080 -0.475 0.413 0.890 0.801
N 2.29043 1.18793 0.17109 -1.047 1.993 0.314 -0.080
N 1.05174 -0.69486 0.20644 1.429 2.317 -0.115 -0.075
N -0.81345 1.60866 -0.00964 3.128 0.949 0.194 -0.962
H -3.71033 -1.27905 -1.66858 -0.026 -0.505 0.503 0.414
H -3.96615 -1.33144 1.19654 0.224 0.329 -0.300 0.424
H -1.55741 0.36848 -2.09093 -1.133 -0.481 0.712 0.352
H -2.42000 0.46218 2.11492 0.611 0.287 -0.614 0.383
H 4.17105 0.10329 0.66938 -1.970 0.362 -1.938 0.264
H 3.66850 0.56999 -1.14571 0.111 -1.499 1.195 0.299
H 2.28868 -1.42937 -1.17965 0.445 -1.067 -1.157 0.274
H 2.73580 -1.91138 0.51415 0.259 0.002 -0.414 0.358
H 2.36777 2.26599 0.13919 0.218 -2.735 -0.063 0.301
H 0.45077 -1.27888 0.75549 -0.485 0.129 -0.005 0.285
H -0.66903 2.32891 0.78024 -1.067 -2.218 -0.946 0.335
```
Positions in Å, forces in eV/Å.

ΔE to the lowest compared entry with this formula, charge and spin	522.9	kJ/mol
max |F|	3.79	eV/A
highest occupied orbital energy (spin up / spin down)	-12.62 / -12.62	eV
net charge	+1
gap between HOMO and LUMO (spin up / spin down)	8.122 / 8.122	eV

---

The lowest ΔE to the lowest compared entry with this formula, charge and spin belongs to which entry? C4H12